ORCA calculation (ωB97M-V/def2-TZVPD) on 13 unconnected molecules or ions with the total composition C46H110O31P6.

```
193
C46H110O31P6 (ωB97M-V/def2-TZVPD)
C 3.448 3.150 2.068
O 3.992 1.933 1.589
P 5.542 1.565 1.804
O 5.934 0.288 1.196
O 6.364 2.832 1.139
C 5.908 3.424 -0.078
O 5.790 1.637 3.433
C 7.059 1.220 3.967
H 2.543 2.875 2.610
H 3.269 3.720 1.156
H 4.106 3.679 2.757
H 5.119 2.928 -0.643
H 6.751 3.427 -0.769
H 5.546 4.449 0.006
H 7.655 0.676 3.234
H 6.950 0.630 4.877
H 7.597 2.111 4.291
C 3.618 -2.154 1.815
O 4.744 -2.693 1.173
P 4.708 -3.947 0.165
O 4.340 -5.225 0.854
O 6.162 -3.839 -0.604
C 6.414 -2.743 -1.463
O 3.642 -3.306 -0.942
C 2.739 -4.178 -1.515
H 3.505 -2.591 2.807
H 2.692 -2.520 1.371
H 3.653 -1.069 1.909
H 6.868 -3.008 -2.417
H 7.134 -2.105 -0.950
H 5.535 -2.130 -1.663
H 2.841 -5.207 -1.170
H 2.976 -4.214 -2.578
H 1.738 -3.779 -1.346
C 3.470 0.358 -1.473
O 2.732 0.160 -2.690
P 3.468 -0.188 -4.090
O 4.460 -1.291 -3.996
O 4.071 1.308 -4.490
C 4.749 1.449 -5.686
O 2.261 -0.438 -5.155
C 1.282 -1.416 -4.865
H 4.524 0.507 -1.708
H 3.337 -0.558 -0.898
H 3.103 1.222 -0.920
H 5.814 1.435 -5.457
H 4.421 2.326 -6.244
H 4.643 0.588 -6.347
H 1.396 -2.017 -3.963
H 1.289 -2.194 -5.628
H 0.300 -0.961 -4.736
C -1.700 4.606 -1.033
O -0.566 5.069 -1.760
P 0.484 6.021 -1.011
O -0.128 7.105 -0.209
O 1.372 4.880 -0.252
C 1.989 3.898 -1.025
O 1.459 6.493 -2.261
C 0.935 7.354 -3.222
H -2.050 5.360 -0.327
H -1.407 3.808 -0.351
H -2.452 4.302 -1.761
H 1.751 3.009 -0.440
H 3.048 4.146 -0.959
H 1.661 3.727 -2.050
H 0.783 6.786 -4.140
H 1.504 8.267 -3.398
H -0.035 7.750 -2.923
C 1.142 3.143 -5.514
O -0.182 3.501 -5.163
P -1.390 2.409 -5.348
O -1.550 1.929 -6.781
O -2.673 3.139 -4.737
C -3.998 2.711 -4.881
O -0.984 1.312 -4.267
C -0.861 1.711 -2.877
H 1.509 3.857 -6.252
H 1.337 2.152 -5.922
H 1.812 3.329 -4.675
H -4.152 1.758 -5.386
H -4.494 3.511 -5.432
H -4.542 2.695 -3.936
H -1.399 2.640 -2.683
H 0.129 1.778 -2.426
H -1.476 1.065 -2.251
C -3.517 -5.401 -4.031
O -2.880 -4.405 -3.298
P -2.041 -3.196 -3.977
O -1.465 -2.222 -3.024
O -0.975 -3.911 -4.945
C 0.031 -4.758 -4.355
O -3.082 -2.559 -5.033
C -2.806 -1.311 -5.662
H -4.577 -5.396 -3.779
H -3.052 -6.365 -3.822
H -3.412 -5.220 -5.101
H -0.004 -4.813 -3.267
H 1.042 -4.470 -4.643
H -0.224 -5.764 -4.690
H -3.047 -1.328 -6.725
H -1.732 -1.127 -5.671
H -3.363 -0.460 -5.270
C -1.021 -0.687 1.447
C -0.947 -1.278 0.034
C 0.438 -0.834 -0.465
O 0.573 0.425 0.043
C -0.161 0.583 1.258
H -0.606 -1.416 2.144
H -2.004 -0.296 1.710
H -1.735 -0.859 -0.591
H -0.967 -2.368 0.022
H 0.635 -0.941 -1.532
H 1.145 -1.555 -0.056
H -0.866 1.392 1.065
H 0.498 0.877 2.075
C -4.398 -2.537 0.757
C -5.811 -2.927 1.130
C -6.179 -3.992 0.070
O -5.319 -3.714 -0.978
C -4.056 -3.476 -0.368
H -3.647 -2.602 1.545
H -4.437 -1.540 0.317
H -6.444 -2.046 1.234
H -5.864 -3.428 2.097
H -7.225 -3.789 -0.163
H -6.149 -5.023 0.424
H -3.472 -2.949 -1.123
H -3.648 -4.449 -0.094
C -6.362 2.352 0.380
C -5.177 2.609 1.255
C -3.976 2.645 0.288
O -4.524 3.096 -0.947
C -5.952 3.245 -0.796
H -7.327 2.644 0.795
H -6.436 1.302 0.100
H -4.937 1.874 2.022
H -5.240 3.605 1.694
H -3.608 1.632 0.126
H -3.230 3.333 0.686
H -6.479 2.917 -1.692
H -6.100 4.318 -0.665
C -1.105 3.621 4.915
C -0.166 4.608 4.288
C -0.320 4.284 2.781
O -1.640 3.866 2.613
C -2.081 3.165 3.824
H -1.554 4.019 5.825
H -0.601 2.681 5.142
H 0.831 4.533 4.722
H -0.521 5.629 4.429
H 0.258 3.450 2.384
H -0.079 5.150 2.165
H -2.093 2.100 3.596
H -3.105 3.457 4.060
C 3.179 -0.114 5.149
C 2.231 -0.509 6.222
C 1.033 0.399 5.969
O 1.059 0.636 4.539
C 2.195 -0.018 4.005
H 4.034 -0.778 5.023
H 3.680 0.843 5.294
H 2.613 -0.501 7.243
H 2.065 -1.579 6.097
H 1.231 1.369 6.425
H 0.048 0.015 6.233
H 2.554 0.501 3.116
H 1.852 -1.011 3.717
C 1.085 -5.469 2.353
C 0.334 -4.192 2.077
C -1.071 -4.728 1.814
O -0.898 -6.005 1.231
C 0.382 -6.536 1.514
H 1.097 -5.745 3.408
H 2.079 -5.267 1.955
H 0.682 -3.757 1.140
H 0.302 -3.498 2.916
H -1.698 -4.154 1.132
H -1.570 -4.785 2.781
H 0.922 -6.788 0.601
H 0.286 -7.431 2.129
C -4.739 -2.454 4.862
C -4.189 -1.066 4.909
C -2.654 -1.209 5.003
O -2.414 -2.407 4.210
C -3.463 -3.303 4.599
H -5.457 -2.503 4.043
H -5.237 -2.773 5.778
H -4.579 -0.432 5.705
H -4.474 -0.478 4.037
H -2.264 -1.425 5.998
H -2.173 -0.278 4.705
H -3.150 -3.885 5.466
H -3.692 -4.033 3.823
```

Summary:
energy relative to the best compared isomer or geometry (same formula, charge and spin)	0.0	kcal/mol
max |F|	0.074	Eh/bohr
E_HOMO	-9.284	eV
charge	0
HOMO-LUMO gap	9.7882	eV
E_LUMO	0.5	eV

Atomic partial charges in e from the Mulliken method, atoms 1 to 4: -0.410, 0.800, 0.173, -0.427